Formula: C28H20I3IrN5O
Source: the Open Molecules 2025 dataset
Level of theory: ωB97M-V/def2-TZVPD

Geometry as XYZ:
```
58
Properties=species:S:1:pos:R:3:forces:R:3:mulliken_charge:R:1
Ir -0.083290 -0.445283 0.319946 0.07 -0.69 -0.34 0.6015
I -5.137258 -0.637987 1.790536 0.00 -0.02 -0.01 0.0735
C -3.604833 0.664445 2.300507 -0.07 0.03 -0.04 -0.3700
C -3.873855 1.791182 3.094454 -0.01 0.02 0.03 -0.2538
C -2.886378 2.669387 3.456550 0.01 -0.02 -0.03 -0.3069
I -3.377442 4.304219 4.651366 0.00 0.01 0.01 0.1167
C -1.557962 2.451744 3.014590 -0.02 -0.04 -0.01 0.4703
C -0.445870 3.253176 3.349419 0.00 0.04 0.06 -0.5563
C 0.802504 2.906491 2.920378 0.04 -0.05 0.01 -1.2595
C 0.965707 1.784134 2.096819 -0.06 -0.09 0.14 -0.1204
N -0.056170 1.052344 1.703657 -0.09 0.53 -0.08 0.0709
C -1.314045 1.335326 2.185925 0.03 0.03 0.04 -0.0609
C -2.331586 0.401906 1.830764 0.04 0.08 0.08 0.7002
O -2.004282 -0.633754 1.110885 -0.17 -0.13 0.07 -0.7352
H -4.888299 1.956636 3.430969 0.00 0.00 0.00 0.3535
H -0.591663 4.126276 3.971500 0.00 0.00 -0.01 0.2286
H 1.671957 3.486443 3.194195 0.00 -0.01 0.01 0.4484
H 1.942805 1.466304 1.775514 0.08 0.02 -0.16 0.7687
I -0.251762 -2.575537 -1.261257 -0.09 0.11 0.16 0.0615
C 1.828953 -2.744560 -1.172425 0.02 0.02 0.03 0.4385
C 2.427120 -3.919115 -1.510293 0.02 0.03 0.01 -0.6814
C 3.836978 -3.962340 -1.550664 0.00 -0.05 -0.02 -0.6003
C 4.558719 -2.831838 -1.310421 0.02 0.01 0.00 -0.8982
C 3.927283 -1.603831 -0.989045 -0.06 -0.01 -0.02 0.9574
C 4.680342 -0.415549 -0.841804 0.06 -0.04 -0.03 -0.9510
C 4.033847 0.762574 -0.643458 -0.02 0.10 -0.03 -1.3585
C 2.630631 0.791770 -0.468700 -0.13 -0.14 -0.02 -0.2716
C 1.830041 -0.332684 -0.477548 0.51 0.13 0.28 0.3948
C 2.514608 -1.546850 -0.854506 -0.12 -0.01 -0.09 0.2017
H 1.848286 -4.797966 -1.759333 -0.01 0.01 -0.01 0.4250
H 4.331658 -4.887454 -1.813297 0.00 -0.01 0.02 0.4119
H 5.638887 -2.849507 -1.387173 0.00 0.01 0.00 0.4089
H 5.758199 -0.456394 -0.934677 0.00 0.00 -0.01 0.4326
H 4.594861 1.687412 -0.589488 -0.02 0.01 -0.01 0.4198
H 2.191623 1.765774 -0.297547 0.01 0.08 0.19 0.5600
C 1.418311 -3.453607 4.573689 0.00 0.04 0.01 -0.9764
N 2.009814 -2.501029 3.632914 -0.04 -0.03 -0.02 -0.0087
C 3.392410 -2.065299 3.834773 0.00 -0.04 0.00 -0.8938
C 1.321690 -2.031597 2.633782 -0.04 -0.15 -0.03 0.5737
N 0.735738 -1.634781 1.723173 0.19 0.23 0.14 -0.0313
H 1.970289 -4.392617 4.539413 0.00 0.00 0.01 0.3357
H 0.382034 -3.635082 4.302552 0.00 -0.01 0.00 0.3221
H 1.457170 -3.045158 5.583298 0.00 0.00 0.00 0.3409
H 4.039783 -2.938754 3.908588 0.00 0.00 0.00 0.3401
H 3.468341 -1.478885 4.750803 0.01 0.00 0.00 0.3285
H 3.710993 -1.462123 2.987926 -0.01 0.01 0.00 0.2621
N -3.085626 2.944384 -5.510752 0.00 0.00 0.00 -0.4105
C -2.637980 2.483027 -4.560233 0.00 0.01 0.01 -0.2170
C -2.072859 1.904364 -3.370743 -0.02 0.06 -0.09 0.7246
C -2.795954 0.985398 -2.623249 -0.04 -0.01 0.09 -0.8869
C -2.209073 0.431156 -1.505451 -0.04 0.14 0.08 -0.2359
N -0.962642 0.753123 -1.112207 0.01 -0.17 -0.42 0.1717
C -0.281372 1.662202 -1.822641 -0.17 0.09 0.07 0.1343
C -0.797749 2.260044 -2.953647 -0.01 0.02 0.06 -0.9484
H -3.799491 0.700868 -2.903678 0.00 -0.01 0.00 0.5203
H -2.732935 -0.271987 -0.870298 0.01 -0.04 -0.08 0.6243
H 0.701757 1.910614 -1.468562 0.07 -0.04 -0.05 0.2848
H -0.212560 2.984857 -3.499887 0.01 0.00 0.00 0.5254
```
Forces are in eV/Å.

* gap between HOMO and LUMO: 6.79 eV
* strongest force on any atom: 0.775 eV/Å
* charge: +1
* HOMO energy: -10.1 eV
* energy above the lowest of the compared OMol25 structures with the same formula, charge and spin: 0.0 kJ/mol
* electronic energy: -65994.6694 eV
* LUMO: -0.1220 Ha